Below is a cluster of 2 separate species, C2H7N2S in total at a distorted geometry, with properties calculated with ωB97M-V/def2-TZVPD.

## Properties
**Kohn-Sham gap**: 6.2 eV
**Net charge**: -1
**Energy above the lowest of the compared OMol25 structures with the same formula, charge and spin**: 9.9 kcal per mole

Each line ends with the Mulliken charge.
Atoms and positions in Å:
C1 -2.223 0.889 1.610  -0.73
S1 -1.943 0.076 -0.035  -0.75
H1 -1.342 1.471 1.849  0.19
H2 -3.109 1.508 1.540  0.19
H3 -2.392 0.140 2.384  0.18
N1 1.409 -0.803 0.025  -0.50
C2 2.339 -0.569 -0.943  0.17
N2 3.143 0.416 -0.893  -0.69
H4 0.859 -0.001 0.312  0.18
H5 0.798 -1.602 -0.106  0.28
H6 2.353 -1.283 -1.777  0.28
H7 3.765 0.442 -1.691  0.21